Density functional theory data (the ωB97M-V functional and the def2-TZVPD basis) for C42H112B4F16N7O14 as an isolated structure.

```
195
Properties=species:S:1:pos:R:3:forces:R:3:mulliken_charge:R:1
C -18.24596 2.81079 -2.00222 -1.663 0.560 1.521 -0.702
O -19.28736 3.36507 -1.15904 -1.009 0.650 1.140 0.003
C -18.91991 3.48728 0.21240 0.170 0.888 -0.122 -0.521
C -20.02508 4.16068 1.17521 -0.307 -0.691 -2.000 -0.692
N -21.46757 3.70121 0.69276 1.740 -0.014 2.217 0.097
H -21.45335 4.01901 -0.26584 -0.688 0.557 -0.717 -0.111
H -21.51069 2.69828 0.58148 -0.019 -0.622 0.366 0.417
C -22.63562 4.28673 1.55591 2.242 0.907 -2.833 -0.568
C -23.85697 4.09374 0.69805 -1.293 -1.113 0.369 -0.492
O -23.72635 4.35247 -0.68856 0.422 0.610 1.079 -0.014
C -24.86327 5.03464 -1.20824 0.832 -0.026 -0.457 -0.708
H -17.24889 3.22710 -1.85854 -1.168 1.014 1.296 0.553
H -18.54394 3.04582 -3.02402 -0.084 -0.472 0.486 -0.029
H -18.16879 1.73417 -1.85053 -1.017 0.896 0.582 0.765
H -18.05072 4.14499 0.21587 0.134 0.275 0.508 0.362
H -18.54346 2.53192 0.57802 -0.470 -0.219 0.374 0.432
H -20.13954 5.24216 1.10168 0.470 0.057 -0.628 0.383
H -19.79032 4.04565 2.23339 -0.430 -0.932 -0.070 0.487
H -22.29879 5.32262 1.51633 -0.426 0.269 0.715 0.285
H -22.61618 3.87058 2.56316 -0.204 -0.093 -0.312 0.372
H -24.68693 4.68914 1.07854 -0.021 -0.233 0.439 0.502
H -24.06844 3.02798 0.78480 -0.656 -0.144 0.151 0.350
H -25.01600 5.99030 -0.70675 -0.331 -0.044 0.478 0.530
H -25.76581 4.42358 -1.19731 0.025 0.044 -0.050 0.422
H -24.52814 5.31828 -2.20591 -0.961 -1.242 0.362 -0.134
C -16.32397 2.40701 -10.64660 -0.856 -3.810 -8.543 -0.334
O -16.14503 1.44938 -11.72323 0.718 -1.296 -3.034 -0.450
C -14.99287 1.68570 -12.54064 -0.808 -0.137 0.476 -0.217
C -14.84109 0.70096 -13.70103 -1.953 -0.494 -0.009 -1.036
N -14.33693 -0.65944 -13.21549 0.016 0.405 -1.894 -0.076
H -13.35711 -0.53948 -13.00181 0.367 -0.243 0.376 0.388
H -14.83346 -0.91837 -12.37494 -0.401 -0.188 0.456 0.242
C -14.45517 -1.77187 -14.30972 0.650 -0.015 1.863 -0.588
C -14.04693 -3.16709 -13.66877 -0.865 1.029 -0.389 -0.581
O -15.07839 -3.56213 -12.77887 0.520 2.511 -0.226 -0.264
C -14.91291 -4.80889 -12.23335 0.482 -2.649 0.032 -0.900
H -17.37825 2.21269 -10.44952 0.363 1.404 -1.792 -0.178
H -16.06956 3.39570 -11.02851 -0.427 -0.135 -0.343 0.380
H -15.63832 2.06114 -9.87307 -1.370 -3.271 -3.515 0.285
H -14.06676 1.57525 -11.97654 0.325 0.344 0.533 0.175
H -15.06017 2.71046 -12.90592 0.296 0.048 -0.320 0.430
H -14.33677 1.09052 -14.58535 1.031 -0.194 0.528 0.521
H -15.79555 0.45012 -14.16384 -0.453 0.153 0.468 0.427
H -13.79151 -1.37936 -15.08016 0.066 -0.596 -0.130 0.444
H -15.48464 -1.73308 -14.66580 0.075 -0.287 0.166 0.365
H -13.10883 -3.12000 -13.11573 0.290 0.330 -0.032 0.347
H -13.88579 -3.87471 -14.48204 -0.216 -0.176 -0.160 0.452
H -15.17317 -5.49729 -13.03738 -0.650 -0.670 0.484 0.363
H -15.37758 -4.98350 -11.26294 -1.132 0.509 -0.516 0.295
H -13.93075 -5.18450 -11.94636 1.096 0.987 -0.391 0.336
C -13.24396 1.96649 -7.44396 -0.901 4.318 -1.199 -1.087
O -13.01104 2.38344 -6.08370 0.753 -0.140 -0.587 -0.405
C -12.55050 1.45735 -5.10873 -0.361 1.404 1.594 -1.654
C -13.75803 0.72304 -4.41483 0.044 2.605 0.572 0.337
N -14.82591 1.74994 -3.86421 6.686 4.535 -2.573 0.090
H -15.46158 1.28316 -3.23323 4.608 2.456 -0.435 0.996
H -14.28497 2.39204 -3.30278 0.219 0.889 -0.097 0.715
C -15.71946 2.51952 -4.75653 2.080 2.174 -3.347 -0.256
C -16.29226 3.92275 -4.28223 1.326 -1.723 1.095 -0.028
O -15.30003 4.51152 -3.44653 -0.257 1.074 0.021 -0.588
C -15.82603 5.69048 -2.83298 0.126 -0.012 0.139 -0.664
H -12.67408 1.08095 -7.72533 -1.496 4.087 -3.859 0.943
H -13.01041 2.77662 -8.13478 0.129 0.530 0.472 0.560
H -14.31456 1.78445 -7.53755 1.544 0.763 0.765 0.492
H -12.00940 2.12260 -4.43586 -0.459 0.058 0.693 0.557
H -11.71722 0.83836 -5.44127 -0.413 -0.012 0.579 0.614
H -13.51042 0.17231 -3.50737 0.502 0.018 -0.152 0.403
H -14.35701 0.07543 -5.05508 0.886 0.699 1.122 1.098
H -16.46394 1.85912 -5.20118 0.645 0.618 0.719 -0.925
H -15.05808 2.75676 -5.58983 -0.246 -0.013 0.468 0.410
H -17.16372 3.69100 -3.66990 1.022 1.117 -0.632 -0.485
H -16.62731 4.53353 -5.12055 1.131 0.049 0.216 0.146
H -16.38655 6.33354 -3.51151 0.234 0.000 -0.552 0.184
H -15.04537 6.29682 -2.37361 0.274 -0.295 -0.256 0.452
H -16.54213 5.48078 -2.03842 -0.146 -0.518 0.252 0.030
C -22.12459 3.33412 -5.29843 -0.729 -1.795 -7.922 -0.173
O -22.14117 4.70499 -5.49710 2.576 -4.040 -10.831 0.471
C -22.94543 5.21189 -6.54548 0.642 0.864 -2.386 -1.001
C -21.99918 5.61238 -7.77917 0.865 -0.544 1.687 0.257
N -20.82490 6.50707 -7.34614 -1.125 1.919 0.013 0.182
H -21.13504 7.30877 -6.81585 -0.378 0.607 0.111 0.526
H -20.30592 5.99513 -6.64709 0.832 -0.530 -0.266 -1.091
C -19.92833 7.10242 -8.46028 1.332 -0.405 1.232 -0.138
C -18.78692 7.95590 -7.82714 0.705 -0.480 1.672 -0.899
O -17.88630 7.42339 -6.80662 -1.289 0.651 0.593 -0.482
C -17.29864 6.11982 -6.94877 -1.271 1.259 -1.024 -0.345
H -21.26752 3.15726 -4.64862 0.355 0.973 -6.113 -1.248
H -21.94166 2.73564 -6.19088 -0.664 0.325 -0.728 0.983
H -23.01163 2.93102 -4.80979 -0.693 0.367 -0.125 0.156
H -23.51675 6.07405 -6.20143 0.418 0.525 0.481 0.429
H -23.78227 4.54951 -6.76700 0.520 -0.497 -0.714 0.345
H -22.42259 5.98627 -8.71138 -0.303 0.105 0.423 0.559
H -21.30518 4.80845 -8.02444 -1.983 -0.155 0.114 -0.099
H -20.49138 7.85363 -9.01414 -0.359 -0.628 -0.272 0.442
H -19.55344 6.23321 -9.00068 -0.279 0.404 -0.348 0.185
H -19.27336 8.75508 -7.26787 -0.200 0.175 0.052 0.437
H -18.18986 8.49913 -8.55961 -0.131 -0.508 -0.619 0.383
H -16.29927 6.01635 -6.52609 0.065 0.886 -0.109 0.427
H -17.28151 5.91547 -8.01931 -0.071 1.458 1.500 0.746
H -17.90763 5.34676 -6.48014 -0.065 0.366 -0.154 -0.301
C -15.84046 -0.52946 -5.94845 -1.168 -2.896 2.838 -3.499
O -15.95877 0.52749 -6.72254 -0.460 4.281 -2.381 2.262
C -16.61011 0.35121 -7.98957 -5.713 2.276 1.068 0.062
C -17.38975 1.52447 -8.57448 -0.855 -1.320 5.736 -1.472
N -17.85519 2.56928 -7.44445 -5.918 -5.529 0.172 0.357
H -17.02358 3.12075 -7.28821 -3.955 0.055 1.564 0.165
H -18.53086 3.10134 -7.97405 3.335 -1.416 2.640 1.211
C -18.51555 1.88076 -6.23206 -0.432 1.016 -0.676 -2.538
C -19.34817 2.96444 -5.44229 0.667 -1.514 -2.685 0.565
O -18.46980 3.97543 -5.07595 -2.145 -0.222 0.301 0.018
C -19.15714 4.96653 -4.35178 1.364 0.760 -1.111 0.671
H -15.71851 -0.22453 -4.90910 -0.651 -0.614 -1.689 2.380
H -15.01513 -1.19024 -6.21361 0.098 -0.614 -0.210 -0.212
H -16.75954 -1.11442 -5.98351 1.353 0.826 0.764 0.864
H -17.22186 -0.54656 -7.90089 0.223 2.951 0.132 0.809
H -15.84333 0.09503 -8.72067 -6.784 2.048 -1.317 -0.501
H -18.32772 1.11315 -8.94751 0.611 -0.568 0.069 1.462
H -16.86728 2.04200 -9.37903 -1.455 -1.383 4.168 -0.700
H -17.78020 1.33599 -5.63995 -0.849 0.612 -0.695 -0.017
H -19.22182 1.15397 -6.63338 0.257 -0.077 0.183 1.381
H -20.05251 2.58115 -4.70398 1.956 -0.996 0.631 0.745
H -20.08320 3.36382 -6.14109 0.632 0.175 -0.012 0.255
H -19.98493 5.31719 -4.96815 -0.294 -0.246 0.178 -0.457
H -18.49954 5.83388 -4.29375 0.220 -0.077 0.575 0.365
H -19.51157 4.52314 -3.42126 1.149 2.091 -0.355 0.363
C -11.54641 -6.22769 -8.75882 -0.336 -0.106 1.496 -0.765
O -11.60055 -4.90982 -8.15786 0.782 0.149 0.449 -0.292
C -11.35662 -4.98199 -6.73520 -0.601 -0.023 -0.794 -0.746
C -11.09350 -3.59315 -6.17862 -0.434 -0.410 -1.477 -0.522
N -12.25461 -2.66597 -6.42975 2.422 1.509 0.201 -0.049
H -12.62410 -2.74663 -7.36627 -0.615 -0.650 -0.448 0.492
H -12.94988 -2.78651 -5.70713 -0.600 0.151 -0.118 0.337
C -11.71083 -1.18864 -6.44846 -2.479 -0.689 0.430 -2.451
C -12.86255 -0.22716 -6.86401 1.888 -4.494 -0.825 0.079
O -13.28139 -0.56883 -8.24091 1.253 0.523 1.557 -0.601
C -14.60528 -0.04604 -8.55138 4.836 -1.805 -0.493 0.331
H -10.70786 -6.77323 -8.32602 0.414 0.069 -0.417 0.320
H -11.51460 -6.22614 -9.84836 -0.002 0.479 0.281 0.245
H -12.40960 -6.77374 -8.37826 -0.335 -0.136 -0.443 0.339
H -10.48412 -5.59026 -6.49675 0.078 -0.153 -0.105 0.532
H -12.23772 -5.43220 -6.27795 -0.059 -0.170 0.305 0.426
H -10.30758 -3.16399 -6.80011 0.348 -0.076 0.472 0.323
H -10.86381 -3.61665 -5.11336 0.041 0.144 -0.169 0.386
H -10.86262 -1.09340 -7.12637 -0.293 -0.512 -0.293 0.648
H -11.33062 -1.00468 -5.44362 -0.189 -0.004 -0.015 0.512
H -12.36262 0.73972 -6.92165 1.523 -3.583 2.640 1.328
H -13.67534 -0.03442 -6.16378 0.937 -0.995 -1.664 -1.813
H -14.91549 0.91897 -8.15060 2.146 -1.385 -0.334 -1.257
H -15.41809 -0.70905 -8.25499 4.265 -2.945 0.403 1.257
H -14.77570 0.19946 -9.59961 1.249 -0.910 -1.066 -0.316
C -21.38139 11.64555 -0.64122 -1.943 -0.787 0.205 -0.678
O -21.99019 10.59121 -1.46884 -0.468 -1.571 0.187 -0.349
C -22.51132 9.45068 -0.68747 2.285 0.268 -0.808 -0.696
C -23.24582 8.35013 -1.48006 -0.707 2.826 -2.466 -0.347
N -22.55158 7.83843 -2.77585 1.312 -0.348 2.199 -0.039
H -22.16504 8.50567 -3.42813 -0.508 1.108 0.073 0.420
H -21.71235 7.35507 -2.48922 0.607 -0.048 0.462 0.324
C -23.27359 6.71756 -3.45520 0.337 -0.147 0.879 -0.873
C -22.32130 5.56383 -3.74868 -2.875 2.810 5.275 -0.827
O -22.13632 4.55547 -2.74042 0.100 1.694 0.268 -0.311
C -21.36493 3.46143 -3.18991 0.229 -1.798 8.452 -0.046
H -20.33051 11.50666 -0.38726 -0.064 -0.136 -0.413 0.263
H -21.99256 11.62732 0.26112 0.371 0.293 0.436 0.308
H -21.63930 12.58979 -1.12079 0.559 -0.161 -0.218 0.282
H -23.08272 9.85319 0.14895 -0.357 -0.448 -0.047 0.487
H -21.65286 8.88323 -0.32810 0.457 0.373 0.782 0.348
H -24.06245 8.86696 -1.98414 -0.817 -0.349 0.570 0.470
H -23.56571 7.48869 -0.89380 0.285 0.210 -0.111 0.007
H -23.72390 7.08200 -4.37851 0.164 0.184 0.158 0.697
H -24.07112 6.49839 -2.74527 0.318 0.172 -0.887 0.159
H -21.38055 5.93115 -4.15873 -0.099 0.453 0.611 0.138
H -22.79191 5.08019 -4.60466 -2.016 1.740 3.905 1.175
H -21.83992 2.92554 -4.01168 -0.377 -0.754 7.041 -1.440
H -21.34377 2.72099 -2.39028 -0.345 0.121 0.926 0.836
H -20.29960 3.68973 -3.15759 -1.717 -0.977 -0.497 -1.140
B -15.74432 3.92872 -8.27647 3.461 2.319 -1.124 -0.134
F -14.76525 4.88100 -8.07551 0.509 -0.092 1.062 -0.288
F -16.86238 4.61822 -8.56765 -0.839 -2.755 -2.579 -0.368
F -15.33400 3.14970 -9.32935 5.497 7.004 6.785 0.209
F -15.95473 3.00584 -7.26617 9.728 1.728 1.442 0.062
B -19.85011 3.35430 -8.60378 -2.693 -1.547 -2.890 -1.252
F -18.80487 2.83144 -9.41108 -4.094 2.729 -3.305 -0.195
F -20.87423 3.97767 -9.26722 -0.241 -0.862 -2.746 -0.330
F -20.40954 2.34614 -7.82829 -0.673 -0.152 -0.661 -0.079
F -19.32206 4.34922 -7.86123 -0.099 3.330 1.646 -0.267
B -17.70306 -2.25665 -7.83352 -1.458 -3.030 -0.764 -0.027
F -18.71918 -1.43937 -8.14066 -2.486 1.549 -1.397 -0.313
F -16.56770 -1.93129 -8.49911 2.459 -1.607 -1.912 -0.225
F -17.53990 -2.13800 -6.50983 -1.155 -2.246 2.552 -0.279
F -17.97990 -3.54842 -8.14810 -0.498 -1.655 -0.403 -0.422
B -16.87115 0.73299 -3.00978 -2.909 -1.613 -0.122 0.090
F -15.66144 0.11039 -3.33579 -3.454 -8.252 3.247 -0.186
F -17.35703 0.14571 -1.91546 -0.005 -0.553 2.111 -0.432
F -16.55496 2.12759 -2.90744 -1.734 -2.877 2.854 -0.214
F -17.78557 0.57550 -3.99710 -0.622 -0.171 -0.510 -0.300
```
Forces are in eV/Å.

For the relative energy (zero: lowest compared OMol25 entry of this formula, charge and spin), the calculation gives 1319.6 kcal/mol. Its total charge is +3. For the HOMO energy, the calculation gives -12.832 eV. The LUMO energy comes out at -6.18 eV.